No. 1
# C4H7NO

An isolated molecule of C4H7NO (the ωB97M-V functional and the def2-TZVPD basis, OMol25).

```
13
Properties=species:S:1:pos:R:3:forces:R:3:nbo_charge:R:1
C 1.720011 -0.083802 0.458484 0.04 -0.04 0.07 -0.6205
C 0.638962 0.366513 -0.509340 0.15 0.08 -0.12 -0.2099
C -1.821140 -1.355564 -0.350827 -0.17 0.21 0.03 -0.1625
C -1.620929 -0.054966 0.160239 0.20 -0.16 -0.08 0.5010
O -2.725276 0.010827 0.735748 0.07 -0.03 -0.04 -0.5310
N -0.583534 0.782270 0.162047 -0.24 -0.15 0.15 -0.5938
H 1.999287 0.730590 1.135120 0.01 -0.13 -0.06 0.2050
H 1.360877 -0.930487 1.053033 0.08 0.15 -0.06 0.2225
H 2.611786 -0.400383 -0.092245 -0.11 0.08 0.11 0.2193
H 0.987030 1.183018 -1.151838 -0.01 -0.14 0.09 0.1985
H -2.367248 -1.290853 -1.301711 -0.05 0.01 0.09 0.1550
H 0.366212 -0.469199 -1.161360 0.03 0.15 0.00 0.2099
H -0.566038 1.512037 0.862650 -0.01 -0.04 -0.16 0.4066
```
Forces are in eV/Å.

***

No. 2
# C3H8OS2

An isolated molecule of C3H8OS2 at a distorted geometry (the ωB97M-V functional and the def2-TZVPD basis, OMol25).

Properties
structure (SMILES)	OCCCSS

```
14
Properties=species:S:1:pos:R:3:forces:R:3:nbo_charge:R:1
O -3.413458 1.484616 0.511909 0.39 1.19 -0.95 -0.7502
C -2.522644 0.349407 0.385126 0.65 0.36 0.10 -0.0493
C -1.148671 0.346416 -0.413887 0.86 2.82 2.32 -0.4616
C -0.440090 -1.002145 -0.552375 1.46 0.98 1.10 -0.4565
S 1.433963 -0.630610 -0.913892 -1.07 -0.73 -0.98 0.0160
S 2.319707 -0.077053 0.899627 -0.64 -0.28 0.47 -0.1510
H -3.206861 2.369223 0.106468 0.40 -1.79 0.33 0.4840
H -3.130106 -0.430783 -0.029029 -0.49 -0.61 0.03 0.1634
H -2.286930 0.167750 1.459777 0.12 -0.53 -0.92 0.1751
H -0.520780 1.100991 0.283653 -0.83 -1.71 -1.81 0.2083
H -1.076684 0.753979 -1.447721 -0.83 0.15 0.78 0.2194
H -0.889992 -1.517322 -1.403544 0.68 -0.30 0.03 0.2312
H -0.348695 -1.656105 0.327747 -0.64 0.29 -0.25 0.2238
H 3.377428 0.495879 0.322429 -0.07 0.16 -0.26 0.1475
```
Forces are in eV/Å.

***

No. 3
# C7H9N2O

C7H9N2O as an isolated structure at a distorted geometry (the ωB97M-V functional and the def2-TZVPD basis, OMol25).

Properties
charge	+1

```
19
Properties=species:S:1:pos:R:3:forces:R:3:nbo_charge:R:1
C -1.552304 -1.217345 0.617054 0.13 0.49 0.15 -0.2938
C -2.275202 -0.095724 0.760795 0.52 -0.25 0.55 0.0677
C 1.149823 1.100323 0.810682 -0.15 0.45 0.04 -0.2252
C 0.239797 2.071719 0.732751 0.47 -0.43 0.14 0.1859
C 0.177713 -0.852432 -1.613788 -1.20 0.59 2.35 -0.4144
C 1.506410 -0.744336 -0.865129 0.42 -0.26 -0.87 -0.2124
C -0.530669 -0.441474 -0.161584 0.61 -1.15 -2.64 0.2761
N -1.446518 0.688488 -0.079975 -0.08 0.26 -0.99 -0.1491
N 0.850615 -0.261208 0.403949 0.31 0.23 0.71 -0.3768
O -1.011089 1.966355 0.295084 -0.50 0.26 0.27 -0.2930
H -1.676811 -2.258495 0.815914 -0.19 -0.34 -0.06 0.2540
H -3.188541 0.222915 1.219670 -0.33 0.05 0.05 0.2480
H 2.150139 1.273129 1.159997 0.13 0.01 0.04 0.2529
H 0.469485 3.089079 1.017885 0.06 -0.02 -0.02 0.2458
H -0.007083 -0.103333 -2.372631 0.01 0.09 -0.04 0.2540
H -0.108076 -1.837403 -1.955787 0.02 -0.11 -0.04 0.2480
H 2.012720 -1.695212 -0.713423 -0.02 0.07 0.16 0.2379
H 2.210255 -0.014211 -1.262436 -0.07 0.00 0.24 0.2452
H 1.029336 -0.890834 1.190973 -0.14 0.05 -0.06 0.4495
```
Forces are in eV/Å.

***

No. 4
# C49H55N4

A 2-piece molecular cluster, C49H55N4 overall at a distorted geometry (the ωB97M-V functional and the def2-TZVPD basis, OMol25).

Properties
charge	+1

```
108
Properties=species:S:1:pos:R:3:forces:R:3:lowdin_charge:R:1
C -4.790086 2.979297 -1.365012 -0.07 0.09 -0.31 -0.0649
C -3.988313 2.967447 -0.070695 0.30 -0.21 0.13 -0.3790
C -4.868886 3.419518 1.091306 0.13 -0.04 0.03 -0.0720
C -2.711265 3.774149 -0.256841 -0.26 -0.43 0.16 -0.1218
C -2.689646 5.139200 0.012765 0.21 0.11 -0.16 -0.0231
C -1.540303 5.885858 -0.237735 0.07 0.01 0.08 -0.0526
C -0.393856 5.263946 -0.717961 -0.20 -0.06 0.04 -0.0280
C -0.384055 3.891760 -0.979584 0.42 -0.28 0.00 -0.1197
C 0.891195 3.229737 -1.498761 -0.41 -0.22 -0.07 -0.3789
C 2.030449 3.269092 -0.485992 0.00 0.05 0.19 -0.0627
C 1.340598 3.833430 -2.828121 -0.21 0.04 -0.05 -0.0687
C -1.548900 3.147098 -0.746696 -0.07 0.42 -0.12 -0.0837
N -1.556776 1.721645 -1.015485 -0.22 -0.87 -0.41 -0.0112
N -2.140337 1.235472 -2.136833 0.21 -2.01 0.34 0.2005
N -2.033429 -0.118297 -2.015724 1.34 2.49 0.97 0.0145
C -2.159868 -0.971831 -3.176203 -0.56 -0.16 -0.53 -0.1021
C -1.033666 -1.316413 -3.939837 0.49 0.17 0.07 -0.1071
C 0.332134 -0.680492 -3.681443 0.00 -0.18 0.48 -0.3624
C 0.406958 0.693750 -4.340182 -0.15 0.25 -0.20 -0.0556
C 1.516010 -1.538391 -4.131230 -0.08 -0.09 0.04 -0.0738
C -1.203063 -2.197479 -5.008807 -0.11 0.08 -0.04 -0.0192
C -2.459946 -2.697031 -5.333455 -0.13 0.04 -0.07 -0.0467
C -3.565451 -2.331677 -4.575445 0.09 0.05 -0.12 -0.0188
C -3.427859 -1.454735 -3.500439 -0.55 -0.03 0.26 -0.1394
C -4.659620 -1.017101 -2.706744 0.34 -0.03 0.22 -0.3820
C -5.640433 -2.157273 -2.428709 0.08 0.01 0.04 -0.0676
C -5.379745 0.130976 -3.413206 0.05 0.15 -0.14 -0.0596
C -1.356590 -0.467628 -0.847688 -1.12 -0.51 -1.91 -0.1407
C -1.073249 -1.826375 -0.482625 0.31 -1.31 0.30 -0.1386
C 0.176288 -2.163505 0.103892 -0.49 0.28 -0.21 -0.0356
C 0.496316 -3.487636 0.374588 -0.52 -0.03 -0.10 -0.0986
C -0.443608 -4.493082 0.128392 0.08 -0.11 -0.09 -0.0878
C -1.708383 -4.178713 -0.394682 0.48 -0.01 0.06 -0.0647
C -2.019009 -2.860989 -0.703419 0.30 0.37 0.16 -0.0026
C -0.969126 0.704003 -0.227858 0.90 2.07 1.28 -0.2633
C -0.144821 0.938826 0.856781 -0.78 -0.05 -0.48 0.0027
H -4.172463 2.656051 -2.210401 -0.22 0.08 0.16 0.0553
H -5.662427 2.318675 -1.288334 0.13 0.16 -0.02 0.0749
H -5.137891 4.002603 -1.559710 -0.01 -0.20 -0.05 0.0926
H -3.669690 1.938788 0.129438 -0.10 -0.01 0.02 0.1279
H -4.305475 3.477923 2.024268 -0.01 0.05 -0.01 0.0853
H -5.311789 4.397432 0.883712 -0.05 -0.10 0.10 0.0743
H -5.678018 2.695600 1.233476 0.05 0.17 -0.04 0.0830
H -3.576908 5.632067 0.415624 0.28 -0.19 -0.18 0.1141
H -1.536082 6.959988 -0.046709 0.00 -0.29 -0.03 0.1106
H 0.512425 5.845539 -0.893787 -0.26 -0.14 0.03 0.1156
H 0.626926 2.183793 -1.670185 0.22 -0.02 -0.05 0.1064
H 1.766317 2.719418 0.420329 0.06 0.12 -0.11 0.0523
H 2.920985 2.799855 -0.918774 -0.06 0.12 0.07 0.0802
H 2.268658 4.304162 -0.217777 0.09 -0.11 -0.04 0.0801
H 0.549228 3.758112 -3.579676 0.08 0.04 0.05 0.0824
H 1.582263 4.892283 -2.696870 0.11 -0.10 -0.12 0.0770
H 2.221171 3.300763 -3.205215 -0.09 0.19 0.06 0.0758
H 0.426836 -0.544580 -2.595466 0.00 0.02 -0.11 0.1222
H -0.406191 1.344551 -3.995497 0.21 -0.09 -0.09 0.0662
H 1.367597 1.181613 -4.124951 -0.23 -0.13 -0.05 0.0748
H 0.309338 0.578631 -5.428087 0.06 0.10 0.16 0.0946
H 1.483323 -2.534504 -3.684352 -0.04 -0.01 -0.04 0.0834
H 1.521485 -1.647704 -5.218700 0.13 0.00 0.07 0.0738
H 2.463225 -1.073343 -3.834564 -0.20 0.03 -0.08 0.0807
H -0.344068 -2.481092 -5.618375 -0.28 0.12 0.22 0.1102
H -2.586277 -3.339140 -6.209492 0.08 0.12 0.38 0.1140
H -4.553742 -2.719875 -4.821719 0.28 0.11 0.01 0.1161
H -4.290931 -0.647893 -1.742118 -0.12 0.01 -0.06 0.1215
H -5.133021 -3.032139 -2.014516 -0.05 0.00 -0.04 0.0745
H -6.399285 -1.836343 -1.705010 0.10 -0.03 -0.21 0.0878
H -6.144489 -2.453715 -3.352464 -0.06 -0.06 0.16 0.0755
H -4.685665 0.933092 -3.689374 -0.13 -0.14 0.09 0.0734
H -5.842226 -0.246757 -4.332446 -0.01 0.12 0.10 0.0874
H -6.158571 0.555142 -2.765720 0.13 -0.15 -0.22 0.0766
H 0.884295 -1.367300 0.340239 -0.13 -0.29 -0.35 0.0874
H 1.487682 -3.724042 0.766917 -0.39 -0.10 -0.10 0.0675
H -0.176574 -5.530716 0.331492 -0.16 0.24 -0.03 0.1019
H -2.436349 -4.972980 -0.576067 0.24 0.28 0.10 0.1108
H -3.012178 -2.602765 -1.083001 0.42 -0.13 0.09 0.1022
H 0.250797 0.062878 1.354707 -0.09 0.52 0.33 0.0012
H -0.123837 1.944285 1.272461 0.19 -0.41 0.08 0.0423
C 5.668499 -2.647322 0.545143 0.10 -0.40 -0.34 0.0217
N 5.063354 -2.201999 1.795215 -1.57 -0.89 0.38 -0.0489
C 3.834913 -2.586042 2.226210 0.76 0.95 -0.37 0.0718
C 3.524815 -1.930625 3.448136 -0.27 0.10 0.38 -0.1187
C 2.311484 -1.979465 4.155035 0.59 -0.85 -0.21 0.1236
C 2.195214 -1.937854 5.586193 -0.11 0.13 0.85 -0.1966
C 3.281819 -2.271833 6.455529 -0.10 0.34 -0.25 -0.0208
C 3.191219 -2.067797 7.825853 -0.03 0.15 -0.10 -0.0518
C 2.037280 -1.504926 8.385387 -0.12 -0.04 -0.53 -0.0289
C 0.912592 -1.310869 7.571953 -0.06 -0.06 0.09 -0.0517
C 0.961740 -1.584873 6.210648 0.42 0.10 -0.33 0.0052
C 4.703332 -1.124879 3.765047 0.76 -0.41 -0.33 -0.1158
C 5.015051 -0.233344 4.774315 0.45 0.47 0.12 -0.0084
C 6.239261 0.453624 4.720138 -0.60 -0.20 0.01 -0.0484
C 7.148136 0.243029 3.674611 -0.27 -0.32 -0.14 -0.0520
C 6.857521 -0.672669 2.652750 0.09 0.54 0.40 0.0095
C 5.634367 -1.317607 2.717206 -0.42 0.22 0.30 -0.1537
H 6.617896 -2.124722 0.395451 -0.29 -0.20 0.05 0.0894
H 5.842211 -3.733435 0.575392 0.07 0.39 0.05 0.1106
H 5.005158 -2.437762 -0.307153 0.19 0.08 0.39 0.1092
H 3.253841 -3.353674 1.719135 0.22 0.39 -0.05 0.1320
H 1.401698 -2.102351 3.557719 0.12 -0.22 0.27 0.1400
H 4.209066 -2.669850 6.039477 -0.30 0.14 0.05 0.1287
H 4.035734 -2.295765 8.472310 -0.13 -0.02 -0.21 0.1175
H 2.012649 -1.225900 9.441452 -0.05 -0.23 -0.35 0.1220
H -0.012337 -0.941982 8.013055 0.20 -0.13 -0.13 0.1171
H 0.066432 -1.494711 5.594365 0.23 0.19 0.15 0.1264
H 4.299171 -0.088918 5.577644 0.30 0.22 -0.01 0.1140
H 6.468134 1.176959 5.501437 0.01 -0.20 -0.20 0.1133
H 8.074381 0.815597 3.660947 -0.19 -0.26 -0.06 0.1148
H 7.547303 -0.842948 1.835789 0.00 0.08 0.08 0.1097
```
Forces are in eV/Å.

***

Calculated energy above the lowest of the compared OMol25 structures with the same formula, charge and spin (kJ/mol), listed in the same order as above: 386.7; 146.6; 506.6; 0.0
Calculated frontier orbital gap (eV), listed in the same order as above: 9.25; 8.71; 10.06; 2.92